{
  "formula": "C8H13FN2O",
  "method": "ωB97M-V/def2-TZVPD",
  "lumo_energy_ha": 0.030,
  "homo_lumo_gap_ev": 9.59,
  "e_above_lowest_kj_mol": 271.1,
  "homo_energy_ha": -0.3225,
  "energy_ha": -597.0249,
  "smiles": "CO/N=C(\\CF)C1=CCCNC1",
  "species": ["C", "C", "C", "C", "C", "C", "C", "C", "H", "H", "H", "H", "H", "H", "H", "H", "H", "H", "H", "H", "H", "N", "N", "O", "F"],
  "xyz": [[3.919, -1.394, 0.515], [0.906, 0.218, -0.108], [1.457, 1.509, -0.181], [-0.550, -0.172, -0.031], [-1.105, -1.112, -0.827], [-2.505, -1.424, -0.573], [-3.372, -0.412, -0.049], [-1.517, 0.764, 0.696], [3.741, -1.338, 1.566], [4.928, -0.956, 0.532], [3.736, -2.465, 0.200], [1.879, 1.775, 0.785], [2.343, 1.807, -0.869], [-0.379, -1.858, -1.340], [-3.158, -2.114, -1.394], [-2.702, -2.215, 0.194], [-3.683, 0.235, -0.901], [-4.346, -0.756, 0.300], [-3.467, 0.963, 1.192], [-1.024, 1.185, 1.667], [-1.497, 1.421, -0.139], [1.684, -0.830, 0.092], [-2.815, 0.195, 1.110], [3.000, -0.299, -0.211], [0.461, 2.588, -0.574]]
}